[1]
{
  "formula": "C14H42O11",
  "method": "ωB97M-V/def2-TZVPD",
  "species": ["C", "O", "O", "O", "C", "C", "O", "H", "H", "H", "H", "H", "H", "C", "C", "O", "H", "H", "H", "H", "H", "H", "C", "C", "O", "H", "H", "H", "H", "H", "H", "C", "C", "O", "H", "H", "H", "H", "H", "H", "C", "C", "O", "H", "H", "H", "H", "H", "H", "C", "O", "H", "H", "H", "H", "C", "O", "H", "H", "H", "H", "C", "O", "H", "H", "H", "H"],
  "xyz": [[0.078, 0.342, -0.140], [0.643, 0.597, -1.200], [-1.022, 0.833, 0.081], [0.686, -0.336, 0.690], [-2.886, -1.448, 3.898], [-1.841, -1.069, 2.816], [-1.930, 0.293, 2.580], [-3.074, -2.520, 3.966], [-3.884, -1.049, 3.715], [-2.560, -1.029, 4.850], [-2.050, -1.634, 1.908], [-0.832, -1.337, 3.131], [-1.466, 0.498, 1.766], [1.066, 3.867, -3.154], [-0.267, 3.911, -2.382], [-0.911, 2.652, -2.448], [0.855, 3.892, -4.223], [1.528, 2.896, -2.977], [1.849, 4.593, -2.936], [-0.892, 4.699, -2.801], [-0.029, 4.052, -1.328], [-0.385, 2.015, -1.959], [4.059, -1.039, 3.885], [2.878, -1.166, 3.005], [2.616, 0.064, 2.401], [3.936, -0.309, 4.685], [4.974, -0.799, 3.343], [4.157, -1.999, 4.391], [1.993, -1.496, 3.550], [3.099, -1.907, 2.237], [1.924, -0.103, 1.756], [-1.055, -4.819, 0.176], [-0.321, -3.520, -0.074], [0.236, -3.073, 1.094], [-1.802, -4.672, 0.956], [-0.313, -5.574, 0.435], [-1.566, -5.213, -0.703], [-1.017, -2.808, -0.518], [0.430, -3.622, -0.858], [0.214, -2.113, 1.065], [-3.385, -2.491, -2.720], [-2.605, -1.279, -2.106], [-2.989, -0.947, -0.766], [-3.231, -3.333, -2.045], [-2.926, -2.766, -3.669], [-4.436, -2.251, -2.885], [-2.901, -0.411, -2.696], [-1.520, -1.333, -2.189], [-2.288, -0.401, -0.402], [2.831, 2.858, -0.052], [2.954, 1.939, -1.136], [2.744, 2.336, 0.901], [3.695, 3.512, 0.060], [1.911, 3.424, -0.199], [2.111, 1.480, -1.114], [0.156, 0.328, -4.801], [1.091, -0.170, -3.850], [0.502, 1.327, -5.067], [0.120, -0.228, -5.738], [-0.866, 0.314, -4.423], [0.935, 0.128, -2.951], [0.373, 2.997, 2.483], [-0.598, 3.095, 1.475], [0.654, 1.983, 2.766], [1.222, 3.583, 2.131], [0.001, 3.432, 3.411], [-0.674, 2.328, 0.902]],
  "forces_ev_per_a": [[0.549, 0.129, 0.184], [1.086, 0.225, -2.458], [-2.369, 0.520, 0.403], [0.358, -1.498, 1.195], [0.342, 0.213, -0.266], [-1.006, -0.930, 0.424], [-0.314, 0.880, 0.484], [0.550, -0.140, 0.157], [0.166, 0.417, -0.433], [-0.032, -0.242, 0.164], [-0.078, -0.166, -0.221], [0.126, -0.230, 0.277], [-0.062, 0.153, -0.083], [-0.215, -0.706, -0.524], [1.579, -0.425, 0.383], [-0.792, 0.383, -0.874], [0.045, 0.120, -0.151], [0.082, -0.022, 0.103], [-0.386, 0.355, 0.277], [-0.327, -0.222, 0.333], [-0.243, 0.777, 0.153], [0.069, -0.029, 0.082], [0.521, -0.379, 1.110], [-0.238, 0.087, -0.547], [0.248, 0.664, 0.083], [-0.175, 0.230, -0.131], [-0.071, -0.071, -0.085], [0.440, -0.144, 0.045], [-0.069, -0.249, 0.269], [-0.087, -0.326, -0.101], [-0.058, 0.341, -0.188], [0.273, -0.227, -0.263], [-0.943, -0.430, -1.726], [0.451, 0.295, 1.326], [0.162, -0.154, 0.144], [-0.167, -0.126, 0.454], [-0.025, 0.246, -0.211], [-0.323, 0.311, 0.274], [0.365, -0.388, -0.134], [0.302, 0.210, 0.199], [1.373, 0.677, 1.063], [-1.189, 0.777, -0.556], [-0.275, -1.330, -0.394], [-0.453, -0.185, -0.009], [-0.017, 0.147, -0.094], [0.071, -0.103, 0.251], [0.192, 0.182, -0.415], [0.091, -0.556, -0.073], [-0.078, 0.352, 0.109], [-0.295, -0.448, 0.076], [0.783, 0.686, 0.462], [-0.013, -0.201, 0.128], [0.013, 0.008, -0.521], [0.042, 0.507, 0.165], [0.085, -0.417, -0.336], [0.314, 0.537, 0.588], [0.191, -1.035, -1.003], [-0.583, 0.330, -0.073], [0.543, -0.568, 0.229], [-0.036, 0.369, 0.150], [-0.428, 0.236, -0.130], [0.116, 0.110, -0.031], [-0.680, 0.661, 0.025], [0.177, -0.163, -0.380], [0.455, -0.185, 0.452], [-0.212, 0.268, -0.067], [0.079, -0.108, 0.258]],
  "charge": -1,
  "spin_multiplicity": 2,
  "relative_energy_kj_mol": 29.9,
  "orbital_gap_ev": [10.17, 6.21]
}

[2]
{
  "formula": "C14H42O14",
  "method": "ωB97M-V/def2-TZVPD",
  "species": ["O", "C", "C", "O", "H", "H", "H", "H", "H", "H", "O", "C", "C", "O", "H", "H", "H", "H", "H", "H", "O", "C", "C", "O", "H", "H", "H", "H", "H", "H", "O", "C", "C", "O", "H", "H", "H", "H", "H", "H", "O", "C", "C", "O", "H", "H", "H", "H", "H", "H", "O", "C", "C", "O", "H", "H", "H", "H", "H", "H", "O", "C", "C", "O", "H", "H", "H", "H", "H", "H"],
  "xyz": [[2.616, 5.120, 0.287], [1.688, 4.112, -0.119], [0.296, 4.299, 0.461], [-0.137, 5.634, 0.197], [2.422, 5.871, -0.285], [1.591, 4.143, -1.209], [2.117, 3.154, 0.167], [0.375, 4.143, 1.543], [-0.412, 3.582, 0.056], [0.207, 6.189, 0.902], [-1.431, -3.244, -2.735], [-2.350, -2.635, -1.813], [-3.813, -3.056, -2.062], [-4.288, -4.040, -1.187], [-1.907, -3.345, -3.562], [-1.984, -2.803, -0.799], [-2.255, -1.539, -1.915], [-3.907, -3.455, -3.075], [-4.407, -2.131, -2.013], [-4.437, -3.633, -0.309], [0.787, 1.064, -0.404], [0.760, 0.510, 0.907], [-0.109, -0.731, 0.933], [-1.522, -0.427, 0.904], [-0.137, 1.010, -0.692], [1.760, 0.113, 1.106], [0.429, 1.260, 1.631], [0.077, -1.337, 1.818], [0.100, -1.331, 0.043], [-1.703, -0.137, -0.003], [-3.987, -0.250, 0.381], [-4.292, 0.405, -0.851], [-3.265, 1.482, -1.142], [-1.975, 0.916, -1.495], [-4.573, 0.091, 1.062], [-4.435, -0.306, -1.667], [-5.268, 0.902, -0.767], [-3.119, 2.117, -0.276], [-3.562, 2.025, -2.043], [-2.057, 0.381, -2.291], [-3.481, -0.353, 2.799], [-3.359, -1.764, 3.045], [-4.564, -2.473, 2.477], [-4.470, -2.513, 1.060], [-2.791, -0.167, 2.136], [-2.417, -2.045, 2.565], [-3.234, -1.913, 4.120], [-5.422, -1.926, 2.885], [-4.638, -3.492, 2.855], [-4.104, -1.653, 0.798], [3.290, -2.682, -0.826], [3.317, -1.503, -1.665], [4.755, -1.360, -2.170], [5.043, -2.381, -3.106], [3.558, -3.432, -1.367], [2.635, -1.637, -2.506], [2.986, -0.732, -0.972], [5.512, -1.357, -1.379], [4.911, -0.344, -2.554], [5.438, -3.121, -2.640], [6.398, 2.245, 0.502], [5.188, 1.960, 1.168], [5.073, 0.513, 1.596], [5.764, 0.297, 2.805], [6.463, 3.184, 0.318], [5.103, 2.591, 2.062], [4.304, 2.266, 0.593], [5.383, -0.164, 0.794], [3.995, 0.363, 1.730], [5.470, -0.531, 3.194]],
  "forces_ev_per_a": [[-0.465, -0.001, -0.038], [0.087, -0.212, -0.611], [0.933, 0.572, 0.791], [-0.358, -0.254, -0.086], [0.147, 0.117, 0.212], [0.116, -0.196, -0.016], [-0.131, -0.052, -0.016], [-0.250, -0.037, 0.018], [-0.056, 0.044, -0.217], [0.023, 0.022, -0.033], [-0.192, 0.100, 0.593], [0.374, 0.362, -0.767], [0.445, 0.307, 0.756], [-0.151, -0.061, -0.001], [0.073, -0.080, -0.146], [-0.282, -0.538, -0.004], [-0.196, -0.163, -0.213], [0.039, 0.048, -0.062], [-0.232, -0.361, -0.017], [0.118, -0.091, -0.212], [-0.459, -0.073, 0.213], [0.274, -0.921, -0.463], [-0.818, 0.113, 0.027], [1.210, -0.081, 0.009], [0.224, 0.404, -0.447], [0.118, 0.569, 0.239], [0.156, -0.130, 0.220], [-0.016, 0.061, 0.082], [0.333, -0.091, 0.104], [-0.308, 0.000, 0.181], [-0.465, 1.550, -1.750], [-0.655, 0.743, 0.423], [0.289, -0.919, -1.488], [0.022, 0.133, 0.699], [0.120, 0.072, 0.406], [0.460, -0.029, 0.120], [0.106, 0.018, 0.028], [0.100, 0.160, -0.024], [-0.352, 0.445, 0.418], [-0.098, 0.065, -0.105], [0.030, -0.112, 0.383], [0.569, 0.666, 0.234], [0.625, -0.342, 0.325], [-0.663, -1.024, 0.984], [-0.031, 0.139, 0.257], [-0.198, -0.602, -0.015], [-0.266, -0.112, 0.031], [-0.309, 0.018, -0.495], [0.082, -0.117, -0.073], [-0.054, -0.192, -0.470], [-0.298, 0.046, -0.135], [1.051, -1.268, 0.917], [-0.120, 1.185, 0.542], [-0.039, 0.139, -0.355], [-0.160, -0.015, -0.037], [-0.043, 0.276, -0.019], [0.094, 0.428, -0.426], [-0.434, -0.404, 0.410], [-0.199, -0.352, -0.864], [0.117, 0.043, 0.008], [0.243, -0.493, -0.278], [-0.268, 0.783, 0.624], [-0.671, 0.416, -0.354], [0.254, 0.017, 0.096], [-0.127, 0.066, 0.069], [0.126, -0.241, 0.203], [0.134, -0.370, -0.458], [0.234, 0.034, 0.011], [0.004, -0.178, 0.127], [0.034, -0.047, -0.065]],
  "charge": 0,
  "relative_energy_kj_mol": 134.7,
  "orbital_gap_ev": 9.89
}

[3]
{
  "formula": "C14H42O7",
  "method": "ωB97M-V/def2-TZVPD",
  "species": ["C", "C", "O", "H", "H", "H", "H", "H", "H", "C", "C", "O", "H", "H", "H", "H", "H", "H", "C", "C", "O", "H", "H", "H", "H", "H", "H", "C", "C", "O", "H", "H", "H", "H", "H", "H", "C", "C", "O", "H", "H", "H", "H", "H", "H", "C", "C", "O", "H", "H", "H", "H", "H", "H", "C", "C", "O", "H", "H", "H", "H", "H", "H"],
  "xyz": [[-6.337, 2.912, 1.059], [-7.165, 3.078, -0.193], [-6.797, 3.839, -1.301], [-6.409, 3.950, 1.384], [-5.310, 2.800, 0.711], [-6.696, 2.135, 1.734], [-8.057, 3.648, 0.066], [-7.524, 2.119, -0.567], [-7.279, 3.623, -2.103], [0.116, -6.104, 0.537], [-0.366, -7.268, -0.302], [-1.704, -7.090, -0.762], [-0.508, -5.935, 1.415], [0.375, -5.262, -0.106], [1.044, -6.358, 1.050], [-0.150, -8.197, 0.225], [0.090, -7.253, -1.291], [-2.209, -7.839, -0.433], [2.443, 5.423, -0.323], [2.862, 6.523, 0.593], [3.345, 5.902, 1.814], [3.343, 4.828, -0.478], [2.202, 5.783, -1.323], [1.658, 4.859, 0.181], [1.999, 7.072, 0.973], [3.638, 7.183, 0.206], [2.742, 5.932, 2.561], [5.259, -0.591, 1.313], [4.477, 0.315, 2.181], [5.210, 1.505, 2.462], [5.140, -1.609, 1.683], [6.327, -0.377, 1.256], [4.888, -0.735, 0.298], [4.123, -0.101, 3.124], [3.539, 0.599, 1.704], [4.555, 2.171, 2.681], [0.447, -0.784, -1.586], [-0.908, -0.782, -0.747], [-1.331, 0.454, -0.249], [0.531, -0.098, -2.428], [0.577, -1.787, -1.992], [1.269, -0.635, -0.885], [-0.786, -1.454, 0.103], [-1.727, -1.140, -1.371], [-1.390, 1.158, -0.898], [-3.742, -2.050, 5.087], [-4.060, -1.273, 6.455], [-4.552, -2.230, 7.373], [-3.028, -1.568, 4.419], [-4.661, -2.455, 4.664], [-3.238, -2.990, 5.310], [-4.967, -0.674, 6.382], [-3.202, -0.816, 6.949], [-4.427, -1.869, 8.254], [3.446, 0.787, -7.151], [4.513, -0.299, -7.521], [3.866, -1.503, -7.715], [3.942, 1.750, -7.271], [3.249, 0.732, -6.081], [2.542, 0.667, -7.747], [5.279, -0.388, -6.750], [5.121, -0.097, -8.403], [4.373, -2.133, -8.233]],
  "forces_ev_per_a": [[1.009, 2.013, -1.996], [-3.917, -1.279, -0.451], [2.871, 1.173, -0.826], [0.418, -0.290, 1.371], [0.253, -0.549, 0.536], [0.027, 0.342, -0.185], [-0.644, -0.650, 1.001], [0.081, -0.401, 0.128], [-0.091, -0.363, 0.422], [0.765, -0.442, 0.353], [0.329, 0.729, -1.097], [-0.794, -0.490, 0.968], [-0.582, 0.570, -0.500], [-0.620, 0.367, 0.417], [0.421, -0.309, -0.339], [-0.457, -0.236, -0.195], [1.266, -0.322, 0.431], [-0.327, 0.142, -0.040], [0.816, 0.047, -0.497], [-0.858, -0.120, 2.200], [1.193, -0.273, -0.222], [-0.170, -0.495, 0.136], [-0.563, 0.042, 0.098], [-0.005, -0.163, -0.499], [-0.075, 0.671, -0.810], [-0.076, -0.059, 0.035], [-0.268, 0.325, -0.426], [0.326, -1.925, -0.509], [-1.068, 1.398, 0.387], [0.052, 0.046, -0.113], [0.357, -0.162, 0.302], [-0.126, 0.197, 0.226], [-0.070, 0.759, -0.156], [0.471, -0.551, 0.171], [-0.124, 0.014, -0.402], [0.177, 0.246, 0.071], [-0.954, -0.493, 1.229], [0.794, 0.089, -1.911], [0.247, 0.816, 1.180], [-0.353, 0.233, 0.219], [-0.052, -0.100, -0.030], [0.112, 0.262, -0.137], [-0.037, 0.110, -0.019], [0.108, -0.557, -0.174], [0.139, -0.362, -0.348], [0.159, -0.106, 1.917], [-0.540, -1.392, -1.176], [0.147, -1.424, 0.788], [-0.689, 0.484, -0.201], [-0.098, 0.806, -0.445], [0.291, 0.023, 0.657], [0.750, 1.205, -0.859], [0.097, 0.543, -0.748], [-0.118, -0.138, 0.062], [1.772, -0.658, 0.051], [0.241, 0.993, -0.001], [-1.224, -1.483, 0.075], [-0.346, 0.209, -0.343], [-0.376, -0.280, -0.087], [0.173, 0.170, 0.053], [-0.105, 0.118, 0.581], [-0.324, 0.725, -0.397], [0.189, 0.207, 0.072]],
  "charge": 0,
  "relative_energy_kj_mol": 475.8,
  "orbital_gap_ev": 10.32
}